The following is a DFT calculation (wB97M-V/def2-TZVPD) of a structure of composition C24H34FN5O3Ti.

```
68
Properties=species:S:1:pos:R:3:lowdin_charge:R:1
Ti -0.29 -0.48 0.61 1.027
C -0.50 3.41 -0.03 -0.045
C -1.48 2.69 -0.97 -0.338
C -2.36 1.72 -0.17 -0.051
C -0.87 1.92 -2.12 -0.135
C -1.38 2.15 -3.40 -0.041
C -0.93 1.44 -4.50 -0.075
C 0.04 0.47 -4.32 -0.036
C 0.58 0.20 -3.07 -0.143
C 1.55 -0.95 -2.90 -0.366
C 2.68 -0.93 -3.94 -0.062
C 0.78 -2.27 -2.96 -0.045
C 0.12 0.93 -1.96 -0.180
N 0.66 0.69 -0.67 -0.071
C 1.95 1.07 -0.43 -0.243
C 2.80 1.75 -1.32 -0.013
C 4.09 2.11 -0.96 -0.092
C 4.60 1.82 0.30 -0.101
C 3.77 1.19 1.22 -0.015
C 2.51 0.84 0.84 -0.186
F 1.66 0.27 1.77 0.022
H -1.04 4.17 0.54 0.080
H 0.30 3.90 -0.59 0.086
H -0.05 2.72 0.67 0.061
H -2.13 3.45 -1.41 0.127
H -1.72 0.90 0.19 0.003
H -3.14 1.28 -0.79 0.101
H -2.82 2.21 0.69 0.092
H -2.15 2.91 -3.52 0.109
H -1.34 1.64 -5.48 0.101
H 0.37 -0.10 -5.18 0.109
H 2.01 -0.89 -1.92 0.118
H 2.30 -1.13 -4.94 0.070
H 3.41 -1.70 -3.70 0.080
H 3.19 0.04 -3.95 0.076
H 0.27 -2.38 -3.92 0.080
H 0.03 -2.30 -2.16 0.062
H 1.46 -3.11 -2.83 0.083
H 2.42 2.01 -2.30 0.116
H 4.72 2.62 -1.68 0.102
H 5.60 2.11 0.57 0.097
H 4.11 0.97 2.23 0.119
C -0.46 -0.50 4.95 -0.031
C -0.37 -0.82 3.49 -0.332
N -0.92 -0.02 2.52 -0.171
O -1.71 1.07 2.98 -0.086
C 0.37 -1.86 2.97 -0.336
C 1.40 -2.68 3.67 -0.032
N 0.07 -1.99 1.64 -0.229
O 0.94 -2.02 0.60 -0.210
H -1.49 -0.28 5.24 0.075
H 0.14 0.39 5.20 0.083
H -0.10 -1.33 5.55 0.075
H -1.14 1.62 3.52 0.089
H 1.98 -2.07 4.37 0.076
H 2.08 -3.09 2.92 0.077
H 0.97 -3.52 4.23 0.073
C -4.33 -1.65 2.28 -0.051
N -3.43 -1.12 1.28 0.060
C -2.67 -1.89 0.49 -0.548
N -2.99 -3.21 0.41 0.215
O -1.77 -1.42 -0.25 -0.081
H -4.92 -0.82 2.67 0.094
H -3.80 -2.12 3.12 0.097
H -5.02 -2.37 1.84 0.088
H -2.99 -0.25 1.53 0.094
H -3.33 -3.64 1.26 0.101
H -2.27 -3.75 -0.06 0.127
```

Properties
Energy relative to the best compared isomer or geometry (same formula, charge and spin) in kcal/mol: 0.0
Total charge: 0
Total energy in eV: -64865.11254
Kohn-Sham gap (spin up / spin down) in eV: 6.461 / 6.446
E_HOMO (spin up / spin down) in eV: -6.124 / -6.109


The following is a DFT calculation (wB97M-V/def2-TZVPD) of a cluster of 4 separate species, C4H17N2O2 in total.

```
25
Properties=species:S:1:pos:R:3:lowdin_charge:R:1
N 1.94 0.31 0.89 0.085
C 0.12 -1.47 -0.90 0.062
C 1.01 -0.80 -1.83 -0.037
C -1.19 -0.91 -0.59 -0.200
N -1.48 -0.82 0.86 -0.054
C -2.84 -1.20 1.22 -0.085
H 1.28 0.83 1.47 0.029
H 2.61 -0.13 1.52 0.063
H 1.42 -0.41 0.42 -0.025
H 0.15 -2.56 -0.97 0.155
H 2.06 -1.04 -1.66 0.123
H 0.88 0.28 -1.82 0.093
H 0.79 -1.22 -2.83 0.153
H -1.31 0.07 -1.04 0.137
H -1.89 -1.61 -1.08 0.173
H -0.81 -1.41 1.35 0.109
H -3.53 -0.49 0.78 0.095
H -3.12 -2.19 0.87 0.088
H -2.93 -1.15 2.29 0.093
H 0.51 2.81 0.43 0.004
H -0.63 3.11 1.45 0.051
O -0.05 2.42 1.12 -0.085
H 2.77 3.09 -1.03 0.059
H 2.27 1.83 -0.23 -0.004
O 1.99 2.65 -0.68 -0.081
```

Properties
Energy relative to the best compared isomer or geometry (same formula, charge and spin) in kcal/mol: 98.4
Total charge: +1
Total energy in eV: -11489.62503
Kohn-Sham gap in eV: 6.576
E_HOMO in eV: -13.751


The following is a DFT calculation (wB97M-V/def2-TZVPD) of the molecule C4H3Br.

```
8
Properties=species:S:1:pos:R:3:lowdin_charge:R:1
C -1.71 -1.44 -0.23 -0.246
C -2.33 -1.61 0.84 0.115
C -0.59 -1.22 -0.84 -0.194
C -0.18 0.11 -1.35 -0.574
Br 1.78 0.23 -1.39 0.631
H 0.14 -1.98 -0.84 0.083
H -0.66 0.85 -0.79 0.053
H -0.53 0.19 -2.49 0.133
```

Properties
Energy relative to the best compared isomer or geometry (same formula, charge and spin) in kcal/mol: 52.6
Total charge: 0
Total energy in eV: -74233.71028
Kohn-Sham gap in eV: 8.793
E_HOMO in eV: -10.350


> Which value of total energy does entry 2 give?

-11489.62503 eV


> The lowest total energy belongs to which entry?

C4H3Br